Entry from OMol25: 2 unconnected molecules or ions with the total composition C5H13N (wB97M-V/def2-TZVPD).

expectation value of S²	0.753
molar mass	87.17	g/mol
E_LUMO (alpha / beta)	0.098 / 0.097	Ha
maximum force	2.70	eV Å⁻¹
Kohn-Sham gap (alpha / beta)	1.542 / 5.433	eV
calculated total energy	-252.95108	Eh
E_HOMO (alpha / beta)	1.1122 / -2.7815	eV
energy relative to the best compared isomer or geometry (same formula, charge and spin)	1.3722	eV

Geometry as ORCA input:
```
! wB97M-V def2-TZVPD RIJCOSX def2/J DEFGRID3
* xyz -1 2
C 4.469 0.530 -3.075
C 4.138 1.344 -1.803
C 3.258 0.627 -0.754
H 3.741 0.734 -3.862
H 4.356 -0.514 -2.779
H 5.444 0.797 -3.474
H 3.707 2.302 -2.098
H 5.093 1.559 -1.316
H 3.105 1.439 -0.043
H 2.321 0.259 -1.152
H 3.846 -0.163 -0.298
C -5.182 -1.362 3.534
C -5.663 -0.934 1.267
N -5.077 -1.677 2.172
H -4.713 -0.358 3.767
H -4.605 -2.076 4.137
H -6.183 -1.285 3.989
H -5.644 -1.043 0.190
H -6.409 -0.179 1.598
*
```

Löwdin population analysis, charges in e, atoms 1 to 4:
1 C -0.12
2 C -0.33
3 C -0.12
4 H 0.06


Entry from OMol25: a molecular structure, C33H88AsF6O33S11 (wB97M-V/def2-TZVPD).

molar mass	1554.68	g/mol
E_LUMO	0.047	Ha
maximum force	3.88	eV Å⁻¹
Kohn-Sham gap	10.104	eV
calculated total energy	-11008.04520	Eh
E_HOMO	-8.8230	eV
energy relative to the best compared isomer or geometry (same formula, charge and spin)	5.4447	eV

Geometry as ORCA input:
```
! wB97M-V def2-TZVPD RIJCOSX def2/J DEFGRID3
* xyz -1 1
As 0.237 -1.120 0.860
F 1.007 -1.644 -0.695
F -0.967 -2.473 0.766
F -0.633 -0.463 2.305
F 1.485 0.262 0.976
F -0.820 -0.034 -0.158
F 1.337 -2.163 1.863
O 0.512 2.436 5.949
S -0.139 3.498 5.216
O -0.652 4.672 5.845
O 0.759 3.905 3.847
C 1.277 2.944 2.978
C 2.762 2.933 2.987
C -1.533 2.780 4.356
H 1.001 3.043 1.929
H 0.958 1.936 3.243
H 3.259 2.562 3.884
H 3.215 3.917 2.865
H 3.192 2.375 2.156
H -1.690 3.440 3.502
H -2.492 2.819 4.873
H -1.202 1.781 4.072
O -3.997 -2.514 6.612
S -2.765 -1.829 6.213
O -1.945 -1.104 7.188
O -1.749 -2.802 5.335
C -2.215 -3.306 4.053
C -1.095 -4.081 3.378
C -3.242 -0.530 4.892
H -2.345 -2.461 3.376
H -3.113 -3.893 4.246
H -0.208 -3.451 3.305
H -1.218 -4.245 2.307
H -0.910 -5.020 3.898
H -3.782 -1.009 4.076
H -2.392 0.036 4.510
H -3.931 0.092 5.462
O -2.187 -3.256 -1.995
S -1.884 -3.532 -3.430
O -1.614 -4.876 -3.945
O -3.075 -2.809 -4.385
C -2.963 -2.965 -5.769
C -3.953 -1.882 -6.419
C -0.405 -2.498 -3.832
H -3.226 -3.990 -6.030
H -1.947 -2.748 -6.099
H -3.539 -0.875 -6.376
H -4.992 -1.915 -6.090
H -3.907 -1.944 -7.507
H 0.197 -2.501 -2.923
H -0.699 -1.460 -3.987
H 0.129 -2.855 -4.713
O 1.623 -3.043 6.665
S 2.648 -2.326 5.862
O 3.818 -1.731 6.456
O 3.079 -3.310 4.572
C 4.101 -2.867 3.743
C 5.384 -3.649 4.030
C 1.652 -1.008 4.799
H 4.310 -1.800 3.826
H 3.762 -3.049 2.723
H 5.292 -4.605 3.516
H 5.710 -3.957 5.024
H 6.219 -3.098 3.596
H 1.073 -1.617 4.105
H 2.341 -0.322 4.308
H 0.987 -0.429 5.440
O 1.888 -4.712 -2.863
S 3.286 -4.253 -2.905
O 4.189 -4.807 -3.976
O 3.345 -2.602 -2.938
C 3.306 -1.955 -4.247
C 3.147 -0.457 -4.079
C 4.157 -4.479 -1.283
H 2.524 -2.308 -4.919
H 4.247 -2.196 -4.741
H 3.944 -0.044 -3.461
H 2.116 -0.371 -3.736
H 3.205 0.019 -5.059
H 4.657 -5.445 -1.222
H 3.412 -4.304 -0.506
H 4.926 -3.719 -1.145
O -4.151 7.014 0.132
S -4.020 6.502 -1.209
O -5.130 5.974 -1.970
O -3.332 7.607 -2.247
C -2.204 8.358 -1.816
C -2.599 9.722 -1.358
C -2.566 5.306 -1.264
H -1.668 8.440 -2.762
H -1.403 7.936 -1.208
H -3.038 9.646 -0.363
H -3.250 10.318 -1.998
H -1.730 10.378 -1.300
H -2.587 4.966 -2.299
H -2.730 4.478 -0.573
H -1.651 5.811 -0.953
O 3.108 3.560 -0.774
S 1.811 3.673 -1.390
O 0.694 4.317 -0.705
O 2.023 4.419 -2.862
C 0.915 4.773 -3.636
C 0.839 6.289 -3.636
C 1.200 2.006 -2.001
H -0.076 4.345 -3.485
H 1.110 4.417 -4.648
H 1.782 6.787 -3.859
H 0.481 6.573 -2.646
H 0.020 6.615 -4.277
H 0.242 2.117 -2.509
H 1.158 1.188 -1.281
H 1.948 1.693 -2.729
O 6.435 -1.029 -1.075
S 5.893 -0.403 0.142
O 6.010 -1.170 1.377
O 6.571 1.135 0.371
C 6.317 1.865 1.618
C 6.168 3.373 1.194
C 4.132 0.115 -0.228
H 7.208 1.806 2.244
H 5.469 1.425 2.143
H 5.149 3.756 1.160
H 6.662 3.631 0.257
H 6.676 4.084 1.846
H 3.723 0.671 0.615
H 3.576 -0.735 -0.623
H 4.242 0.752 -1.106
O -5.421 -3.628 2.725
S -5.298 -2.930 1.447
O -6.481 -2.627 0.655
O -4.400 -1.581 1.734
C -4.160 -0.662 0.693
C -3.936 0.750 1.174
C -4.159 -3.838 0.326
H -5.044 -0.652 0.055
H -3.325 -1.033 0.097
H -3.911 1.428 0.321
H -3.035 0.861 1.778
H -4.766 1.120 1.775
H -3.100 -3.712 0.551
H -4.384 -3.488 -0.681
H -4.498 -4.874 0.342
O -4.872 0.736 -4.923
S -3.580 1.026 -4.298
O -2.327 0.385 -4.749
O -3.273 2.685 -4.345
C -4.404 3.583 -4.268
C -4.099 4.886 -5.009
C -3.702 0.989 -2.421
H -4.619 3.758 -3.214
H -5.287 3.233 -4.803
H -3.736 4.685 -6.017
H -3.388 5.568 -4.541
H -5.033 5.447 -5.015
H -4.655 1.352 -2.035
H -2.843 1.568 -2.084
H -3.625 -0.090 -2.284
O 2.230 -6.717 -0.862
S 0.943 -6.998 -0.225
O 0.108 -8.151 -0.577
O 1.143 -6.913 1.433
C 2.152 -6.066 1.922
C 2.157 -6.192 3.427
C -0.040 -5.451 -0.336
H 2.065 -5.026 1.608
H 3.080 -6.449 1.499
H 2.441 -7.177 3.798
H 1.118 -6.028 3.711
H 2.808 -5.453 3.894
H -0.180 -5.288 -1.404
H 0.639 -4.697 0.062
H -0.980 -5.583 0.200
*
```

Löwdin population analysis, charges in e, atoms 1 to 4:
1 As 1.03
2 F -0.28
3 F -0.27
4 F -0.28


Entry from OMol25: a molecular structure, C18H23BBrF4IN2O2S4SiTc (wB97M-V/def2-TZVPD).

expectation value of S²	3.769
molar mass	847.36	g/mol
E_LUMO (alpha / beta)	-0.001 / -0.086	Ha
maximum force	0.41	eV Å⁻¹
Kohn-Sham gap (alpha / beta)	7.756 / 6.165	eV
calculated total energy	-6219.12592	Eh
E_HOMO (alpha / beta)	-7.7875 / -8.4966	eV
energy relative to the best compared isomer or geometry (same formula, charge and spin)	0.0122	eV

Geometry as ORCA input:
```
! wB97M-V def2-TZVPD RIJCOSX def2/J DEFGRID3
* xyz 0 4
Tc 0.010 0.097 0.133
O -3.417 5.954 0.433
C -2.837 4.914 0.490
S -3.558 3.358 0.002
C -2.157 2.378 0.296
C -1.005 3.037 0.732
S 0.448 2.261 1.109
S -1.122 4.761 0.936
S -2.274 0.696 0.087
Br 3.702 -3.524 1.645
C 3.670 -1.869 2.558
C 4.039 -1.867 3.897
C 4.000 -0.690 4.622
C 3.596 0.490 4.012
C 3.243 0.489 2.674
C 3.278 -0.690 1.939
I 2.762 -0.616 -0.084
H 4.340 -2.794 4.365
H 4.282 -0.697 5.667
H 3.561 1.414 4.573
H 2.945 1.411 2.194
C -2.034 -2.815 1.867
Si -0.893 -1.698 2.840
C -1.878 -0.588 3.974
C 0.334 -2.706 3.817
O -0.044 -0.746 1.797
H -2.551 -3.515 2.528
H -1.472 -3.395 1.132
H -2.791 -2.236 1.335
H -2.409 -1.163 4.736
H -2.615 -0.012 3.410
H -1.221 0.120 4.484
H -0.171 -3.280 4.598
H 1.067 -2.056 4.298
H 0.873 -3.409 3.178
N -0.430 -1.610 -0.982
C -0.727 -2.181 -1.945
N -1.082 -2.852 -2.994
C -0.059 -3.344 -3.943
C -0.687 -3.488 -5.326
C -1.545 -2.266 -5.642
C -2.745 -2.162 -4.684
C -2.496 -2.931 -3.387
H 0.336 -4.296 -3.582
H 0.748 -2.610 -3.965
H -1.283 -4.403 -5.379
H 0.118 -3.598 -6.053
H -1.890 -2.301 -6.675
H -0.925 -1.376 -5.541
H -3.646 -2.574 -5.145
H -2.947 -1.115 -4.460
H -2.742 -3.988 -3.503
H -3.094 -2.548 -2.562
F -0.317 0.083 -3.784
B 0.750 0.604 -3.077
F 1.322 1.694 -3.650
F 1.677 -0.401 -2.772
F 0.185 1.053 -1.756
*
```

Löwdin population analysis, charges in e, atoms 1 to 4:
1 Tc 0.84
2 O -0.02
3 C -0.98
4 S 1.00


Entry from OMol25: a single C4H7ClS2 molecule (wB97M-V/def2-TZVPD).

molar mass	154.69	g/mol
E_LUMO	-0.019	Ha
maximum force	1.48	eV Å⁻¹
Kohn-Sham gap	8.336	eV
calculated total energy	-1413.15132	Eh
E_HOMO	-8.8451	eV
energy relative to the best compared isomer or geometry (same formula, charge and spin)	0.4291	eV

Geometry as ORCA input:
```
! wB97M-V def2-TZVPD RIJCOSX def2/J DEFGRID3
* xyz 0 1
C 1.943 -0.185 -0.687
C 0.975 -0.888 0.290
S -0.658 -1.400 -0.459
C -1.876 -0.270 -0.051
S -3.411 -0.612 -0.513
C -1.512 0.988 0.625
Cl -0.807 2.153 -0.562
H 2.965 -0.216 -0.314
H 1.674 0.856 -0.864
H 1.920 -0.645 -1.717
H 1.392 -1.852 0.631
H 0.752 -0.280 1.187
H -2.414 1.535 0.883
H -0.944 0.816 1.552
*
```

Löwdin population analysis, charges in e, atoms 1 to 4:
1 C -0.17
2 C -0.47
3 S 0.89
4 C -1.27